(1)
Below is a molecular structure, C35H34CdN8O4S, with properties calculated with wB97M-V/def2-TZVPD.

Structure (XYZ):
```
83
Properties=species:S:1:pos:R:3:forces:R:3
Cd 0.0721 0.3327 0.5399 0.0 -0.1 -0.2
O -3.9463 5.4910 3.5445 0.0 0.0 0.0
C -4.4294 4.6399 2.7807 0.0 0.0 -0.1
O -5.5817 4.4504 2.3613 0.0 0.0 0.0
C -3.3863 3.6270 2.2317 0.0 0.0 0.0
C -3.7576 2.6231 1.3545 0.0 0.0 0.0
C -2.7941 1.7562 0.8669 0.0 0.0 0.0
N -1.5089 1.8630 1.2131 0.0 0.0 0.0
C -1.1399 2.8192 2.0706 0.0 0.0 0.0
C -2.0524 3.7195 2.5927 0.0 0.0 0.0
C 0.3092 2.8894 2.4070 0.0 0.0 0.0
C 0.7715 3.7012 3.4392 0.0 0.0 0.0
C 2.1276 3.7723 3.6874 0.0 0.0 0.0
C 2.9984 3.0385 2.8967 0.0 0.0 0.0
C 2.4634 2.2394 1.9060 -0.1 0.0 0.0
N 1.1514 2.1572 1.6693 0.1 0.0 0.0
C -3.1436 0.6938 -0.1126 0.0 0.0 0.0
C -4.4379 0.1864 -0.1807 0.0 0.0 0.0
C -4.7460 -0.7369 -1.1612 0.0 0.0 0.0
C -3.7575 -1.1291 -2.0503 0.0 0.0 0.0
C -2.4899 -0.6054 -1.8829 0.0 0.0 0.0
N -2.1739 0.2766 -0.9340 0.0 0.0 0.0
H -4.7975 2.5787 1.0614 0.0 0.0 0.0
H -1.7874 4.5239 3.2641 0.0 0.0 0.0
H 0.0741 4.2593 4.0443 0.0 0.0 0.0
H 2.5005 4.3964 4.4887 0.0 0.0 0.0
H 4.0684 3.0766 3.0446 0.0 0.0 0.0
H 3.0989 1.6528 1.2563 0.0 0.0 0.0
H -5.1804 0.5081 0.5345 0.0 0.0 0.0
H -5.7452 -1.1467 -1.2300 0.0 0.0 0.0
H -3.9517 -1.8426 -2.8387 0.0 0.0 0.0
H -1.6852 -0.9154 -2.5423 0.0 0.0 0.0
N 0.6577 1.1147 -1.7156 0.0 0.0 0.1
C 1.8938 1.6842 -2.2938 0.0 -0.1 0.0
C 3.0437 0.6932 -2.1925 0.0 0.0 0.0
N 3.3124 0.4293 -0.7929 0.0 0.0 0.0
C 3.8727 -0.8644 -0.4479 -0.1 0.0 0.1
C 3.5570 -1.1394 1.0203 0.0 -0.1 -0.1
N 2.1082 -1.0476 1.2586 0.0 0.1 0.0
H -0.0910 1.8011 -1.7289 0.0 0.0 0.0
H 0.3295 0.3426 -2.2888 0.0 0.0 0.0
H 1.7419 1.9641 -3.3390 0.0 0.0 0.0
H 2.1432 2.5851 -1.7318 0.0 0.0 0.0
H 2.7774 -0.2212 -2.7497 0.0 0.0 0.0
H 3.9257 1.1127 -2.6822 0.0 0.0 0.0
H 2.4248 0.4696 -0.3111 0.0 0.0 0.0
H 3.4552 -1.6792 -1.0626 0.0 0.0 0.0
H 4.9543 -0.8689 -0.6004 0.0 0.0 0.0
H 3.9537 -2.1199 1.2987 0.0 0.0 0.0
H 4.0561 -0.3952 1.6418 0.0 0.0 0.0
H 1.6184 -1.8622 0.8985 0.0 0.0 0.0
H 1.8868 -0.9761 2.2480 0.0 0.0 0.0
O -2.5828 -0.7273 3.0414 0.0 0.0 0.0
S -1.2237 -1.1828 2.8929 0.0 0.0 0.0
O -0.1630 -0.2757 3.3022 0.0 0.0 0.0
N -0.8239 -1.5816 1.3984 0.0 0.1 0.0
C -1.5390 -2.5169 0.6699 0.0 -0.1 0.0
C -2.7251 -3.1120 1.0460 0.0 0.0 0.0
C -3.3356 -4.0988 0.2471 0.0 0.0 0.0
C -2.7930 -4.4967 -0.9390 0.0 0.0 0.0
C -1.5908 -3.8960 -1.3794 0.0 0.0 0.0
C -0.9921 -4.2217 -2.6153 0.0 0.0 0.0
C 0.1533 -3.5898 -3.0050 0.0 0.0 0.0
C 0.7046 -2.6228 -2.1437 0.0 0.0 0.0
N 0.1843 -2.2892 -0.9875 0.0 0.0 0.0
C -0.9574 -2.9120 -0.5853 0.0 0.0 0.0
C -1.0708 -2.6675 3.8509 0.0 0.0 0.0
C 0.0354 -3.4881 3.6758 0.0 0.0 0.0
C 0.1576 -4.6355 4.4410 0.0 0.0 0.0
C -0.8205 -4.9533 5.3760 0.0 0.0 0.0
C -1.9213 -4.1272 5.5443 0.0 0.0 0.0
C -2.0536 -2.9778 4.7766 0.0 0.0 0.0
H -3.2103 -2.8065 1.9618 0.0 0.0 0.0
H -4.2618 -4.5410 0.5925 0.0 0.0 0.0
H -3.2653 -5.2541 -1.5517 0.0 0.0 0.0
H -1.4581 -4.9708 -3.2448 0.0 0.0 0.0
H 0.6363 -3.8157 -3.9457 0.0 0.0 0.0
H 1.6174 -2.1088 -2.4302 0.0 0.0 0.0
H 0.7845 -3.2319 2.9374 0.0 0.0 0.0
H 1.0132 -5.2846 4.3081 0.0 0.0 0.0
H -0.7230 -5.8508 5.9728 0.0 0.0 0.0
H -2.6821 -4.3770 6.2718 0.0 0.0 0.0
H -2.9069 -2.3219 4.8839 0.0 0.0 0.0
```
Forces are in eV/Å.

Its molecular weight is 775.2 Da. The calculation puts the electronic energy at -2659.16896 Eh. As for the HOMO-LUMO gap: 7.0 eV. Its spin multiplicity is 1. Its LUMO energy is -0.4523 eV.

=====

(2)
Below is a single C2H7BrSi molecule, with properties calculated with wB97M-V/def2-TZVPD.

Structure (XYZ):
```
11
Properties=species:S:1:pos:R:3:forces:R:3
C 0.2461 -1.4896 0.1679 1.8 -1.0 -0.5
Si -0.3752 0.0529 -0.7177 -1.9 -0.8 0.8
C 0.2742 1.5226 0.2947 1.0 1.2 -0.8
Br -2.8529 0.2105 0.0345 2.2 -0.2 -0.9
H 0.8392 -1.0985 1.0273 -0.9 -0.7 0.0
H -0.4153 -2.3616 0.3527 -0.1 1.1 0.5
H 1.0614 -2.0676 -0.3757 -0.7 1.1 -0.1
H -0.2584 -0.2822 -2.2251 -0.3 1.0 1.0
H 1.2553 1.9167 -0.0773 -0.1 -1.1 0.3
H -0.2104 2.5563 0.2067 -0.4 -1.9 0.7
H 0.4360 1.0405 1.3119 -0.5 1.2 -1.0
```
Forces are in eV/Å.

Its molecular weight is 139.1 Da. The calculation puts the electronic energy at -2943.90962 Eh. Its SMILES is C[SiH](C)Br. As for the HOMO-LUMO gap: 10.2 eV. Its spin multiplicity is 1. Its LUMO energy is 0.4690 eV.

=====

(3)
Below is 2 unconnected molecules or ions with the total composition C4H8O2, with properties calculated with wB97M-V/def2-TZVPD.

Structure (XYZ):
```
14
Properties=species:S:1:pos:R:3:forces:R:3
C -0.8824 1.3627 1.6826 0.4 -0.4 0.1
C -1.0813 0.9561 0.4326 0.7 -0.2 0.8
C 0.0724 0.7781 -0.4901 -0.5 0.8 -0.7
C 0.2667 -0.1967 -1.3671 0.4 -0.1 1.3
O 0.8390 1.9477 -0.6115 -0.4 0.0 -0.3
H 0.1345 1.3346 2.0568 0.1 0.4 -0.1
H -1.6070 1.6728 2.4192 -0.5 -0.2 -0.2
H -2.0513 0.7992 0.0015 -0.4 0.1 -0.1
H 1.0067 -0.0191 -2.1245 0.3 -0.5 -0.2
H -0.0958 -1.1678 -1.0701 -0.4 -0.2 -0.8
H 0.4915 2.3956 -1.3952 0.3 0.2 0.2
O 1.1590 -3.6109 0.0161 0.0 0.5 0.3
H 1.4919 -2.9255 0.6203 -0.1 -0.4 -0.3
H 0.2559 -3.3266 -0.1704 0.1 -0.1 0.0
```
Forces are in eV/Å.

Its molecular weight is 88.1 Da. The calculation puts the electronic energy at -307.61149 Eh. Its SMILES is C=CC(=C)O.O. As for the HOMO-LUMO gap: 10.2 eV. Its spin multiplicity is 1. Its LUMO energy is 0.6655 eV.